1.
174
Properties=species:S:1:pos:R:3 method="wB97M-V/def2-TZVPD" de_lowest_kj_mol=0.0 gap_ev=6.2 charge=-1
C 5.51 -0.15 3.42
C 4.87 -0.12 1.93
C 3.45 0.62 1.85
C 2.72 0.39 0.42
C 1.47 1.37 0.20
C 0.15 0.64 0.79
C -1.21 1.25 0.11
C -2.36 0.94 1.17
O -2.06 -0.41 1.69
C -2.04 -0.41 3.13
C -3.56 -0.34 3.65
C -3.97 -1.58 4.60
O -4.70 -2.51 4.18
C -1.46 -1.86 3.58
O -1.55 -2.89 2.87
O -0.81 -1.90 4.82
O -0.89 2.59 -0.23
C -1.90 3.59 -0.23
C -2.23 4.23 1.23
C -0.90 4.36 2.14
C -1.42 4.52 3.67
C -0.17 4.39 4.67
C -1.13 4.85 -0.94
O -0.89 4.61 -2.34
C 0.34 5.29 -2.79
C 1.50 4.19 -2.71
C -3.18 3.38 -1.16
C -4.55 3.02 -0.46
O -5.14 3.64 0.43
Br -5.52 1.38 -1.12
B -1.46 0.23 -1.16
O -0.31 -0.15 -1.93
O -2.74 -0.33 -1.50
C -2.65 -1.71 -1.94
H 6.59 -0.50 3.36
H 4.93 -0.93 4.02
H 5.43 0.87 3.92
H 4.84 -1.21 1.58
H 5.62 0.45 1.27
H 3.62 1.75 1.96
H 2.82 0.23 2.72
H 2.42 -0.73 0.41
H 3.50 0.52 -0.41
H 1.34 1.57 -0.93
H 1.71 2.35 0.73
H 0.15 0.88 1.91
H 0.26 -0.47 0.59
H -3.42 0.86 0.77
H -2.27 1.63 2.09
H -1.34 0.37 3.59
H -4.28 -0.41 2.75
H -3.75 0.64 4.23
H -3.63 -1.62 5.69
H -3.00 3.62 1.80
H -2.63 5.29 1.05
H -0.27 5.25 1.83
H -0.28 3.40 2.11
H -2.12 3.62 3.84
H -2.06 5.45 3.82
H 0.20 5.43 4.93
H 0.66 3.78 4.18
H -0.51 3.82 5.60
H -0.13 4.96 -0.41
H -1.77 5.80 -0.87
H 0.21 5.71 -3.86
H 0.51 6.19 -2.10
H 1.23 3.39 -3.49
H 2.54 4.60 -2.90
H 1.44 3.69 -1.67
H -3.38 4.36 -1.74
H -3.01 2.60 -1.99
H -0.49 -0.04 -2.89
H -2.23 -1.71 -3.00
H -3.73 -2.12 -1.98
H -2.06 -2.39 -1.25
C -9.84 0.54 -1.57
C -9.09 -0.32 -2.55
O -8.03 -1.02 -1.89
H -9.17 1.27 -1.09
H -10.65 1.09 -2.06
H -10.27 -0.06 -0.76
H -8.64 0.29 -3.34
H -9.75 -1.06 -3.02
H -8.43 -1.56 -1.20
C -3.09 -4.28 8.06
C -2.89 -3.06 8.93
O -1.65 -2.44 8.63
H -2.28 -5.00 8.21
H -4.04 -4.78 8.28
H -3.07 -4.00 7.00
H -2.89 -3.35 9.99
H -3.70 -2.34 8.77
H -1.68 -2.19 7.69
C -14.03 -2.83 -2.97
C -12.69 -2.16 -3.16
O -12.36 -1.37 -2.03
H -14.81 -2.08 -2.81
H -14.30 -3.43 -3.84
H -14.02 -3.47 -2.09
H -12.71 -1.50 -4.04
H -11.90 -2.91 -3.31
H -12.33 -1.96 -1.26
C 9.11 -4.09 4.75
C 7.92 -3.21 4.43
O 7.76 -3.11 3.02
H 10.02 -3.68 4.31
H 9.26 -4.17 5.83
H 8.98 -5.09 4.34
H 8.06 -2.20 4.82
H 7.00 -3.62 4.86
H 7.62 -4.01 2.68
C -8.93 -0.31 -6.80
C -7.58 0.36 -7.00
O -7.25 1.15 -5.86
H -9.71 0.44 -6.63
H -9.20 -0.92 -7.66
H -8.91 -0.95 -5.91
H -7.61 1.01 -7.87
H -6.79 -0.39 -7.15
H -7.22 0.56 -5.10
C 10.84 -6.55 7.95
C 9.95 -7.18 6.90
O 10.45 -6.89 5.60
H 10.89 -5.46 7.82
H 10.46 -6.76 8.96
H 11.86 -6.92 7.87
H 8.94 -6.78 6.96
H 9.91 -8.26 7.02
H 11.35 -7.25 5.54
C 6.03 4.46 5.66
C 5.38 4.14 4.33
O 4.01 3.81 4.51
H 5.94 3.60 6.34
H 7.09 4.70 5.54
H 5.53 5.30 6.14
H 5.87 3.28 3.86
H 5.46 4.99 3.64
H 3.59 4.58 4.92
C 5.84 -2.84 -1.01
C 7.19 -2.18 -1.21
O 7.52 -1.39 -0.08
H 5.06 -2.09 -0.86
H 5.57 -3.45 -1.88
H 5.85 -3.48 -0.13
H 7.17 -1.53 -2.09
H 7.97 -2.93 -1.36
H 7.54 -1.98 0.69
C 2.94 4.84 -7.33
C 1.83 4.51 -6.35
O 1.24 5.70 -5.86
H 3.71 5.45 -6.85
H 3.41 3.92 -7.70
H 2.56 5.41 -8.18
H 2.23 3.96 -5.49
H 1.06 3.90 -6.83
H 0.88 6.18 -6.62
C 10.08 -5.12 -2.82
C 9.48 -5.34 -4.19
O 8.42 -4.42 -4.41
H 9.32 -5.25 -2.04
H 10.89 -5.83 -2.63
H 10.47 -4.11 -2.72
H 9.07 -6.35 -4.27
H 10.23 -5.21 -4.97
H 8.79 -3.53 -4.34
C -4.85 0.86 -9.66
C -5.49 0.54 -11.00
O -6.86 0.21 -10.82
H -4.93 0.00 -8.98
H -3.79 1.11 -9.79
H -5.35 1.70 -9.18
H -5.00 -0.31 -11.47
H -5.42 1.39 -11.68
H -7.30 0.97 -10.41



2.
180
Properties=species:S:1:pos:R:3 method="wB97M-V/def2-TZVPD" de_lowest_kj_mol=0.0 gap_ev=8.4 charge=0 smiles="CC1(C)CCCC(C)(C)N1O.CC1(C)CCCC(C)(C)N1O.CC1(C)CCCC(C)(C)N1O.CC1(C)CCCC(C)(C)N1O.NC(N)=O.NC(N)=O.NC(N)=O.NC(N)=O.NC(N)=O.OCCO.OCCO"
C 3.49 -5.41 1.64
C 2.69 -6.38 2.51
C 3.50 -7.59 2.91
C 2.17 -5.59 3.70
C 1.06 -4.61 3.41
C -0.08 -5.39 2.75
C 0.28 -6.20 1.51
C -0.82 -7.22 1.26
C 0.45 -5.29 0.28
N 1.54 -6.89 1.77
O 1.92 -7.77 0.75
H 3.82 -5.84 0.69
H 2.91 -4.55 1.29
H 4.39 -4.97 2.07
H 4.28 -7.86 2.20
H 4.17 -7.20 3.70
H 2.89 -8.40 3.29
H 1.89 -6.27 4.52
H 3.08 -5.12 4.10
H 0.62 -4.25 4.34
H 1.47 -3.83 2.76
H -0.83 -4.63 2.51
H -0.53 -6.04 3.50
H -1.77 -6.72 1.49
H -0.77 -8.05 1.97
H -0.94 -7.47 0.21
H 1.17 -5.67 -0.44
H 0.73 -4.24 0.46
H -0.55 -5.22 -0.17
H 1.47 -8.59 0.97
C -0.40 5.79 0.95
C -1.01 5.34 -0.36
C -0.07 5.77 -1.49
C -0.99 3.81 -0.51
C -1.96 3.17 0.49
C -3.34 3.72 0.15
C -3.50 5.25 0.03
C -4.76 5.43 -0.82
C -3.62 5.91 1.40
N -2.35 5.80 -0.71
O -2.38 7.20 -0.90
H -0.07 6.83 0.78
H -1.06 5.94 1.81
H 0.51 5.29 1.28
H 0.94 5.51 -1.14
H -0.20 5.40 -2.50
H 0.01 6.86 -1.55
H -1.28 3.42 -1.49
H 0.04 3.48 -0.37
H -1.90 2.09 0.46
H -1.65 3.56 1.47
H -4.06 3.52 0.96
H -3.66 3.20 -0.75
H -5.69 5.35 -0.25
H -4.67 4.80 -1.70
H -4.89 6.43 -1.26
H -4.66 5.88 1.75
H -3.34 6.96 1.45
H -3.09 5.29 2.14
H -2.78 7.29 -1.77
C -4.56 -0.68 0.22
C -4.93 -1.58 1.39
C -4.31 -2.99 1.31
C -4.33 -0.93 2.65
C -5.02 0.34 3.06
C -6.46 -0.01 3.36
C -7.21 -0.67 2.21
C -8.45 -1.36 2.76
C -7.63 0.42 1.22
N -6.39 -1.72 1.56
O -6.99 -2.31 0.39
H -3.51 -0.51 -0.01
H -5.10 -0.99 -0.69
H -5.00 0.32 0.25
H -3.25 -2.74 1.35
H -4.62 -3.55 2.19
H -4.52 -3.48 0.37
H -4.36 -1.67 3.46
H -3.26 -0.82 2.47
H -4.58 0.82 3.94
H -4.85 1.11 2.30
H -7.05 0.86 3.68
H -6.44 -0.64 4.26
H -8.98 -1.80 1.92
H -9.11 -0.64 3.23
H -8.20 -2.21 3.40
H -6.77 1.02 0.94
H -8.40 1.04 1.68
H -8.01 0.04 0.26
H -7.15 -1.56 -0.23
C 6.52 3.10 3.39
C 5.59 1.94 3.09
C 6.44 0.79 2.48
C 5.12 1.47 4.48
C 3.92 0.55 4.53
C 2.76 1.15 3.72
C 3.22 1.54 2.32
C 3.21 0.23 1.51
C 2.07 2.42 1.77
N 4.47 2.28 2.25
O 4.81 2.75 0.96
H 7.20 3.23 2.53
H 5.97 4.04 3.52
H 7.23 2.98 4.20
H 7.25 0.53 3.16
H 5.87 -0.06 2.11
H 6.83 1.22 1.54
H 5.95 1.15 5.11
H 4.73 2.34 5.04
H 4.21 -0.47 4.24
H 3.52 0.45 5.54
H 2.42 2.03 4.28
H 1.95 0.43 3.82
H 2.20 -0.15 1.39
H 3.90 -0.48 1.97
H 3.56 0.36 0.48
H 1.97 3.43 2.16
H 1.12 1.92 2.00
H 2.13 2.50 0.69
H 5.27 2.00 0.51
N 2.51 0.09 -6.69
C 2.88 -0.82 -5.70
N 2.81 -0.31 -4.41
O 3.27 -1.98 -5.96
H 2.44 -0.20 -7.64
H 2.44 1.06 -6.41
H 3.04 -0.92 -3.65
H 2.40 0.59 -4.22
N 1.37 -0.51 -1.74
C 0.07 -0.57 -1.36
N -0.29 -1.84 -0.90
O -0.73 0.38 -1.30
H 1.97 -1.32 -1.68
H 1.75 0.39 -1.98
H -1.26 -1.98 -0.69
H 0.39 -2.56 -0.78
N 1.17 3.29 -3.40
C 1.09 3.22 -4.79
N -0.05 3.77 -5.38
O 2.01 2.64 -5.45
H 2.01 3.00 -2.91
H 0.53 3.83 -2.85
H -0.80 4.11 -4.82
H -0.12 3.42 -6.33
N 0.17 -2.72 -5.12
C -0.62 -1.57 -5.21
N -1.31 -1.24 -4.05
O -0.64 -0.85 -6.22
H 0.13 -3.27 -4.29
H 0.75 -3.00 -5.88
H -1.97 -0.49 -4.15
H -1.21 -1.64 -3.14
N 4.78 -3.23 -3.33
C 3.97 -3.45 -2.22
N 4.40 -4.45 -1.32
O 2.94 -2.80 -1.97
H 4.38 -2.72 -4.12
H 5.55 -3.83 -3.52
H 5.30 -4.87 -1.36
H 3.77 -4.60 -0.54
O -3.13 0.61 -2.70
C -3.57 1.90 -3.21
C -5.04 1.71 -3.55
O -5.78 1.54 -2.35
H -2.28 0.78 -2.25
H -3.38 2.59 -2.38
H -3.00 2.13 -4.11
H -5.12 0.88 -4.26
H -5.31 2.64 -4.06
H -5.30 0.84 -1.88
O 3.39 2.60 -1.66
C 4.56 2.92 -2.39
C 5.51 1.76 -2.45
O 6.16 1.62 -1.17
H 3.65 2.58 -0.71
H 4.27 3.31 -3.36
H 5.08 3.72 -1.85
H 6.28 1.98 -3.20
H 5.02 0.84 -2.76
H 6.96 1.11 -1.37